[1]
Computed, not measured: 2 unconnected molecules or ions with the total composition C11H19NO2 in a non-equilibrium geometry, with ωB97M-V/def2-TZVPD.

Geometry as XYZ:
```
33
Properties=species:S:1:pos:R:3:mulliken_charge:R:1
C -0.431 2.387 2.329 -2.05
C -0.577 1.285 1.270 -0.49
C 0.042 1.613 0.172 0.96
O 0.650 2.102 -0.709 -0.52
C -1.152 -0.086 1.436 2.55
C -1.685 -0.340 2.868 -2.29
C -2.289 -0.275 0.411 -1.60
C -0.054 -1.101 1.138 -1.26
H -1.257 2.533 2.980 0.34
H -0.135 3.241 1.925 0.60
H 0.309 1.841 2.892 0.36
H -2.035 -1.420 2.897 0.46
H -2.533 0.282 3.127 0.45
H -0.983 -0.172 3.560 0.58
H -2.499 0.478 -0.285 0.37
H -1.970 -1.001 -0.202 0.42
H -3.209 -0.662 0.907 0.34
H 0.275 -0.712 0.188 -0.09
H 0.666 -1.170 1.892 0.45
H -0.559 -2.063 1.119 0.42
C 2.388 -1.709 -1.603 -1.54
C 1.586 -0.723 -2.426 1.01
C 2.265 0.479 -3.014 -1.24
C 0.255 -0.825 -2.300 -0.80
N -0.710 0.131 -2.085 0.32
O -1.094 1.093 -2.762 -0.42
H 3.234 -1.154 -1.304 0.43
H 1.696 -2.079 -0.851 0.34
H 2.700 -2.412 -2.311 0.41
H 3.311 0.362 -2.947 0.47
H 1.970 0.507 -4.070 0.28
H 2.052 1.322 -2.401 0.30
H -0.226 -1.750 -1.840 0.45
```

Properties
net charge = 0
SMILES string = CC(=C=O)C(C)(C)C.CC(C)=CN=O
F_max = 5.4 eV/A
frontier orbital gap (spin up / spin down) = 7.7 / 7.7 eV
molar mass = 197.28 g mol⁻¹
relative energy (zero: lowest compared OMol25 entry of this formula, charge and spin) = 175.04 kcal per mole
total energy = -635.5277 Ha
highest occupied orbital energy (spin up / spin down) = -7.981 / -7.981 eV

---

[2]
Computed, not measured: C11H19NO2S in the gas phase in a non-equilibrium geometry, with ωB97M-V/def2-TZVPD.

Geometry as XYZ:
```
34
Properties=species:S:1:pos:R:3:mulliken_charge:R:1
C -0.105 3.051 -0.284 -0.97
C -0.540 2.094 0.479 0.25
O -1.598 1.415 0.002 -0.43
C -1.897 0.275 0.695 0.58
C -3.439 0.046 0.761 -1.93
C -1.265 -1.121 0.173 -0.16
C -1.648 -1.222 -1.351 -1.90
C 0.215 -1.245 0.497 -0.24
O 0.641 -2.488 -0.175 -0.39
C 1.956 -2.954 -0.042 -0.76
C 1.182 -0.101 0.118 0.08
C 1.319 0.157 -1.199 0.14
N 1.481 0.345 -2.413 -0.59
S 2.418 0.614 1.227 -0.06
C 3.794 0.981 0.056 -0.97
H -0.421 3.206 -1.345 0.23
H 0.534 3.836 -0.021 0.33
H -0.219 1.837 1.538 0.31
H -1.615 0.292 1.825 0.29
H -3.737 0.737 1.422 0.59
H -3.596 -0.989 1.064 0.41
H -3.929 0.158 -0.151 0.40
H -1.906 -1.835 0.743 0.73
H -2.701 -1.439 -1.315 0.47
H -1.313 -2.104 -1.738 0.48
H -1.435 -0.279 -1.756 0.44
H 0.481 -1.385 1.624 0.50
H 2.755 -2.128 -0.331 0.14
H 2.085 -3.807 -0.642 0.34
H 2.375 -3.210 0.861 0.38
H 1.082 1.128 -2.927 0.28
H 4.604 0.769 0.633 0.42
H 3.838 1.997 -0.310 0.27
H 3.630 0.304 -0.670 0.36
```

Properties
net charge = 0
SMILES string = C=CO[C@@H](C)[C@@H](C)[C@@H](OC)C(=C=N)SC
F_max = 4.5 eV/A
frontier orbital gap = 8.5 eV
molar mass = 229.35 g mol⁻¹
relative energy (zero: lowest compared OMol25 entry of this formula, charge and spin) = 92.35 kcal per mole
total energy = -1033.7668 Ha
highest occupied orbital energy = -7.821 eV

---

[3]
Computed, not measured: a molecular structure, C11H19NOPW in a non-equilibrium geometry, with ωB97M-V/def2-TZVPD.

Geometry as XYZ:
```
34
Properties=species:S:1:pos:R:3:mulliken_spin:R:1
C 2.963 0.568 -1.604 0.41
C 3.533 1.327 -0.511 -0.10
C 2.800 2.533 -0.458 0.37
C 2.168 2.759 -1.712 0.11
C 2.176 1.528 -2.417 0.13
W -0.890 -0.932 -0.263 1.08
P -0.436 -3.242 0.667 -0.02
H 3.016 -0.494 -1.759 0.02
H 4.182 0.984 0.297 0.00
H 2.789 3.270 0.361 0.03
H 1.634 1.320 -3.337 0.00
H 1.901 3.763 -2.073 0.00
H -0.675 -3.518 2.085 0.00
H 0.935 -3.710 0.550 0.00
H -1.014 -4.457 0.114 0.00
O -2.692 -0.072 0.125 -0.03
C -3.766 0.139 0.754 -0.03
C -4.591 -0.993 1.269 0.00
C -4.500 -0.987 2.796 0.00
C -5.634 -0.123 3.356 0.00
C -5.306 1.357 3.261 0.00
C -5.255 1.878 1.813 0.00
N -4.101 1.412 1.029 0.00
H -5.624 -0.807 0.923 0.00
H -4.178 -1.914 0.816 0.00
H -4.585 -2.018 3.155 0.00
H -3.515 -0.607 3.120 0.00
H -6.567 -0.329 2.813 0.00
H -5.801 -0.385 4.406 0.00
H -6.087 1.939 3.767 0.00
H -4.350 1.573 3.764 0.00
H -6.183 1.617 1.287 0.00
H -5.210 2.978 1.827 0.00
H -3.471 2.106 0.627 0.00
```

Properties
multiplicity = 3
net charge = +1
F_max = 2.9 eV/A
frontier orbital gap (spin up / spin down) = 6.6 / 6.4 eV
molar mass = 396.09 g mol⁻¹
total energy = -968.4433 Ha
highest occupied orbital energy (spin up / spin down) = -10.378 / -10.278 eV

---

> Among the records above, which one has the highest net charge?

C11H19NOPW

---

> What is the net charge in the third record?

+1

---

> The lowest total energy belongs to which entry?

C11H19NO2S